{
  "formula": "C12H20N4O4",
  "method": "ωB97M-V/def2-TZVPD",
  "smiles": "CNC(=O)[C@H]1CCCN1C(=O)[C@@H](CC(N)=O)NC(C)=O",
  "e_above_lowest_ev": 2.587,
  "gap_ev": 9.97,
  "charge": 0,
  "mol_weight_g_mol": 284.32,
  "elements": ["C", "N", "C", "O", "C", "C", "C", "C", "N", "C", "O", "C", "C", "C", "N", "O", "N", "C", "C", "O", "H", "H", "H", "H", "H", "H", "H", "H", "H", "H", "H", "H", "H", "H", "H", "H", "H", "H", "H", "H"],
  "xyz": [[-3.1223, -0.5245, -1.3970], [-3.0572, -1.9708, -1.2811], [-2.1171, -2.7224, -0.8827], [-2.3606, -3.8846, -0.9670], [-0.6214, -2.3323, -0.7047], [0.0814, -2.8139, -1.9696], [1.4114, -2.0713, -1.9233], [0.9414, -0.7496, -1.4365], [-0.2349, -0.9621, -0.5615], [-0.3881, -0.2939, 0.5810], [-1.1989, -0.6291, 1.4106], [0.3173, 1.0248, 0.8523], [-0.0156, 2.2274, -0.0730], [1.1833, 2.5496, -1.0349], [2.3819, 2.7426, -0.4938], [0.9559, 2.6895, -2.2209], [0.2932, 1.2517, 2.3159], [1.3541, 1.6146, 3.0394], [1.0878, 1.7823, 4.5520], [2.3627, 2.1791, 2.5859], [-2.3068, -0.1052, -1.8394], [-4.0266, -0.1694, -1.8367], [-3.2392, -0.0790, -0.4058], [-3.8023, -2.4416, -1.6396], [-0.1426, -2.7794, 0.1952], [0.1658, -3.9402, -2.1369], [-0.5187, -2.5561, -2.8214], [1.9936, -2.5228, -1.2665], [1.8715, -2.0888, -2.8513], [0.5804, -0.2752, -2.3117], [1.7935, -0.1560, -0.9091], [1.3275, 0.7924, 0.6977], [-0.9618, 2.0492, -0.6145], [-0.2602, 3.0158, 0.5747], [2.9266, 3.1033, -1.2322], [2.7018, 2.5362, 0.4051], [-0.5465, 0.9684, 2.7186], [0.3286, 2.5511, 4.8296], [2.0899, 2.0816, 4.9923], [0.7714, 0.9085, 5.0605]],
  "nbo_charge": [-0.42, -0.57, 0.68, -0.64, -0.12, -0.39, -0.42, -0.21, -0.43, 0.69, -0.64, -0.13, -0.51, 0.68, -0.83, -0.63, -0.59, 0.68, -0.71, -0.67, 0.20, 0.21, 0.20, 0.40, 0.22, 0.25, 0.21, 0.20, 0.22, 0.21, 0.21, 0.22, 0.23, 0.24, 0.40, 0.44, 0.42, 0.24, 0.24, 0.22]
}

=====

{
  "formula": "C12H20N4O4SW",
  "method": "ωB97M-V/def2-TZVPD",
  "e_above_lowest_ev": 0.000,
  "gap_ev": 7.86,
  "charge": 4,
  "mol_weight_g_mol": 500.22,
  "elements": ["W", "N", "C", "C", "O", "N", "C", "C", "O", "O", "H", "H", "H", "H", "H", "H", "C", "C", "N", "C", "C", "N", "H", "H", "H", "H", "H", "H", "O", "S", "C", "C", "C", "C", "H", "H", "H", "H", "H", "H", "H", "H"],
  "xyz": [[0.5202, -0.3926, 0.0300], [-0.1596, -0.8056, -2.0504], [-1.0095, -2.0127, -2.2488], [-1.6118, -2.3718, -0.9128], [-2.5501, -3.0159, -0.6492], [-0.7555, -1.7936, 0.2151], [-1.1779, -2.3721, 1.4898], [-0.4059, -1.7768, 2.6321], [-0.2706, -1.8288, 3.7511], [0.5748, -0.6200, 1.7663], [-0.6760, 0.0174, -2.3728], [0.6638, -0.8738, -2.6581], [-0.3972, -2.8499, -2.5928], [-1.7935, -1.8385, -2.9875], [-1.0186, -3.4573, 1.5214], [-2.2436, -2.1956, 1.6840], [3.2075, -3.3479, 0.2118], [3.2712, -1.8781, 0.1034], [2.3505, -1.0490, -0.4513], [2.8234, 0.2931, -0.2764], [4.0422, 0.2078, 0.3423], [4.2842, -1.1185, 0.5469], [2.2111, -3.7161, -0.0234], [3.5127, -3.6809, 1.2056], [3.9065, -3.7802, -0.5149], [2.5458, 1.0915, -0.9660], [4.7678, 0.9743, 0.5842], [5.1226, -1.4944, 0.9927], [-0.1928, 1.3142, -0.1324], [-0.5417, 2.8681, 0.4245], [-2.0729, 2.6791, 1.4005], [-3.0502, 3.6880, 0.7806], [-2.8622, 3.6066, -0.7281], [-1.3615, 3.7193, -0.9648], [-1.7973, 2.8428, 2.4421], [-2.4068, 1.6475, 1.2486], [-2.8481, 4.6936, 1.1532], [-4.0583, 3.4205, 1.0995], [-3.3593, 4.4317, -1.2403], [-3.2593, 2.6763, -1.1383], [-0.9875, 4.7420, -0.8159], [-0.9366, 3.3562, -1.9016]],
  "mulliken_charge": [1.42, -0.63, -0.47, 0.27, -0.34, 0.23, -0.28, 0.14, -0.10, -0.63, 0.31, 0.43, 0.33, 0.43, 0.53, 0.49, -1.13, 0.32, 0.15, -0.22, -0.62, 0.08, 0.28, 0.45, 0.39, 0.53, 0.47, 0.28, -0.20, 0.33, -0.44, -0.70, -0.56, -0.60, 0.48, 0.26, 0.37, 0.37, 0.39, 0.27, 0.49, 0.44]
}

=====

{
  "formula": "C12H20N6O2PtS3",
  "method": "ωB97M-V/def2-TZVPD",
  "e_above_lowest_ev": 1.694,
  "gap_ev": 7.56,
  "charge": 2,
  "mol_weight_g_mol": 571.61,
  "elements": ["Pt", "C", "O", "C", "O", "N", "N", "H", "H", "H", "H", "H", "H", "C", "C", "N", "C", "C", "S", "C", "C", "S", "C", "N", "C", "H", "H", "H", "H", "H", "H", "H", "H", "C", "N", "C", "N", "S", "H", "H", "H", "H", "H", "H"],
  "xyz": [[0.1407, -0.7143, 0.4718], [-1.4029, 5.3222, 0.6896], [-0.1631, 4.6590, 0.9830], [-0.0253, 3.3493, 0.9200], [1.0468, 2.8286, 1.0696], [-1.1659, 2.6292, 0.6354], [-1.2038, 1.2179, 0.5856], [-1.1811, 6.3819, 0.7493], [-2.1696, 5.0812, 1.4282], [-1.7438, 5.0806, -0.3178], [-2.0553, 3.0654, 0.8233], [-1.7716, 0.9633, -0.2128], [-1.6230, 0.8657, 1.4407], [-4.0150, -0.2157, 0.6243], [-3.2544, -1.5017, 0.5732], [-1.9614, -1.7391, 0.5336], [-1.7096, -3.0995, 0.5068], [-2.8216, -3.8797, 0.5091], [-4.2221, -2.9272, 0.5615], [-0.3613, -3.6348, 0.5190], [-0.0486, -4.9565, 0.5632], [1.6376, -5.1666, 0.6283], [1.8760, -3.4709, 0.5899], [0.7399, -2.8044, 0.5229], [3.2622, -2.9393, 0.6525], [-3.4081, 0.6677, 0.7601], [-4.7295, -0.2519, 1.4469], [-4.6001, -0.0927, -0.2885], [-2.8735, -4.9545, 0.4844], [-0.7179, -5.7991, 0.5630], [3.9712, -3.7636, 0.7002], [3.3957, -2.3168, 1.5359], [3.4981, -2.3308, -0.2171], [3.1026, 2.5350, -2.5464], [2.9622, 1.8112, -1.2916], [2.4607, 0.6116, -1.1580], [2.1257, -0.1168, -2.2212], [2.3406, -0.0457, 0.4587], [3.3268, 3.5734, -2.3241], [2.1805, 2.4960, -3.1291], [3.9232, 2.1309, -3.1417], [3.0733, 2.3260, -0.4277], [2.3571, 0.1861, -3.1556], [1.8078, -1.0606, -2.0983]],
  "nbo_charge": [0.73, -0.28, -0.47, 0.89, -0.63, -0.51, -0.62, 0.24, 0.18, 0.19, 0.40, 0.40, 0.39, -0.68, 0.09, -0.52, 0.08, -0.39, 0.58, 0.10, -0.40, 0.61, 0.10, -0.46, -0.66, 0.21, 0.27, 0.27, 0.27, 0.27, 0.25, 0.26, 0.25, -0.45, -0.52, 0.37, -0.77, -0.04, 0.26, 0.21, 0.23, 0.46, 0.42, 0.43]
}

=====

{
  "formula": "C12H20NO",
  "method": "ωB97M-V/def2-TZVPD",
  "e_above_lowest_ev": 3.567,
  "gap_ev": 7.67,
  "charge": 1,
  "mol_weight_g_mol": 194.30,
  "elements": ["C", "C", "C", "C", "C", "C", "C", "C", "C", "C", "C", "C", "N", "O", "H", "H", "H", "H", "H", "H", "H", "H", "H", "H", "H", "H", "H", "H", "H", "H", "H", "H", "H", "H"],
  "xyz": [[3.3785, 1.2632, -1.4883], [2.8776, 1.5999, -0.2109], [2.5709, 0.5590, -2.3804], [1.6257, 1.2831, 0.2575], [1.2913, 0.3009, -1.9985], [0.7471, 0.7427, -0.7546], [-2.7636, 0.2310, 0.5460], [-1.6173, 2.4415, 0.2780], [0.9528, -1.6844, 1.4914], [-0.9911, -2.8861, 0.7620], [-1.4020, 0.9429, 0.6198], [-0.6235, 0.3450, -0.5342], [0.1160, -2.0616, 0.3316], [-1.2372, -0.3322, -1.4506], [4.3861, 1.4986, -1.6010], [3.5175, 2.0463, 0.5754], [2.8453, 0.2516, -3.2983], [1.1307, 1.4873, 1.1610], [0.6787, -0.1894, -2.7815], [-3.5642, 0.8296, -0.1219], [-2.8456, -0.7942, 0.3869], [-3.1837, 0.3616, 1.5802], [-2.0282, 2.7143, -0.6332], [-0.6823, 2.8840, 0.2817], [-2.1762, 2.7922, 1.0145], [0.5847, -1.0437, 2.2313], [1.3231, -2.5618, 1.9272], [1.8552, -1.2814, 1.2130], [-1.4960, -2.6043, 1.6452], [-1.9043, -2.9273, -0.0116], [-0.7826, -3.9750, 1.1154], [-1.0213, 0.7975, 1.5412], [0.6150, -2.4089, -0.4781], [-2.1769, -0.6218, -1.2163]],
  "nbo_charge": [-0.10, -0.22, -0.21, -0.12, -0.11, -0.23, -0.67, -0.57, -0.43, -0.44, -0.34, 0.75, -0.64, -0.61, 0.23, 0.24, 0.23, 0.22, 0.24, 0.24, 0.22, 0.26, 0.23, 0.22, 0.23, 0.19, 0.20, 0.21, 0.21, 0.18, 0.20, 0.24, 0.39, 0.54]
}

=====

{
  "formula": "C12H20NO",
  "method": "ωB97M-V/def2-TZVPD",
  "e_above_lowest_ev": 2.925,
  "gap_ev": 8.83,
  "charge": 1,
  "mol_weight_g_mol": 194.30,
  "elements": ["C", "C", "C", "C", "C", "C", "C", "C", "C", "C", "C", "C", "N", "O", "H", "H", "H", "H", "H", "H", "H", "H", "H", "H", "H", "H", "H", "H", "H", "H", "H", "H", "H", "H"],
  "xyz": [[0.0993, -3.3428, 1.1109], [-0.6379, -3.5574, -0.0539], [-0.0773, -2.1340, 1.8377], [-1.5965, -2.5768, -0.5297], [-1.0200, -1.2354, 1.3858], [-1.6918, -1.4054, 0.1711], [-3.5632, -0.6395, -1.1982], [2.3937, 2.7787, -1.0396], [0.5115, 2.2587, 0.4710], [2.5874, 1.0611, 0.7410], [1.1625, 0.6696, -1.1667], [-2.6456, -0.4134, -0.2811], [1.6396, 1.6800, -0.2019], [-2.5930, 0.8209, 0.4162], [0.7817, -4.0339, 1.4189], [-0.5051, -4.5122, -0.3994], [0.2539, -2.0062, 2.8180], [-2.1192, -2.8961, -1.4271], [-1.3170, -0.3564, 1.9874], [-3.8057, -1.6968, -1.5358], [0.8562, 1.0795, -2.1502], [-4.2771, 0.0490, -1.7785], [2.7341, 3.6401, -0.4520], [3.2085, 2.3419, -1.6166], [1.6305, 3.1805, -1.6218], [0.1271, 1.4542, 0.9269], [0.9077, 3.0497, 1.0490], [-0.1380, 2.8401, -0.1117], [2.8125, 1.8022, 1.4587], [2.1078, 0.2042, 1.2054], [3.4776, 0.7016, 0.2310], [1.9053, -0.0744, -1.3265], [0.3106, 0.0918, -0.9359], [-3.5201, 1.1769, 0.5976]],
  "nbo_charge": [-0.19, -0.19, -0.23, -0.16, -0.20, -0.15, -0.46, -0.39, -0.40, -0.41, -0.45, 0.27, -0.18, -0.74, 0.21, 0.22, 0.22, 0.23, 0.23, 0.22, 0.24, 0.23, 0.24, 0.24, 0.22, 0.23, 0.22, 0.24, 0.23, 0.24, 0.24, 0.23, 0.26, 0.51]
}

=====

{
  "formula": "C12H20NOS2Sb2V",
  "method": "ωB97M-V/def2-TZVPD",
  "e_above_lowest_ev": 0.130,
  "s2": 2.0929,
  "gap_ev": [7.51, 7.79],
  "charge": 0,
  "mol_weight_g_mol": 552.90,
  "multiplicity": 3,
  "elements": ["V", "C", "Sb", "C", "C", "C", "C", "C", "C", "C", "C", "C", "Sb", "C", "C", "H", "H", "H", "H", "H", "H", "H", "H", "H", "H", "H", "H", "H", "H", "H", "H", "H", "H", "H", "H", "O", "S", "N", "S"],
  "xyz": [[0.3395, -0.0786, -0.0609], [-3.0301, 0.0019, -1.3930], [-2.3337, -0.0909, 0.6274], [-4.0489, -1.1276, 1.3220], [-2.8778, 1.8817, 1.3297], [-3.4876, 2.7377, 0.2629], [-4.8424, 2.5975, -0.0374], [-5.4422, 3.3093, -1.0633], [-4.6793, 4.1898, -1.8174], [-3.3373, 4.3554, -1.5137], [-2.7224, 3.6492, -0.4780], [-1.2597, 3.8985, -0.1938], [0.0587, 2.3861, -0.9654], [-0.3301, 2.7244, -3.0133], [1.8744, 3.4551, -0.7593], [-3.8238, 0.7407, -1.4965], [-3.4148, -0.9893, -1.6393], [-2.2022, 0.2221, -2.0620], [-4.8892, -0.7628, 0.7318], [-4.2109, -0.9227, 2.3794], [-3.9294, -2.1998, 1.1764], [-1.9637, 2.2894, 1.7521], [-3.5809, 1.7021, 2.1433], [-5.4372, 1.9061, 0.5529], [-6.4958, 3.1779, -1.2734], [-5.1270, 4.7526, -2.6261], [-2.7439, 5.0606, -2.0867], [-1.0499, 3.9963, 0.8723], [-0.9345, 4.8147, -0.6879], [-0.0920, 3.7561, -3.2718], [-1.3823, 2.5291, -3.2167], [0.2827, 2.0330, -3.5884], [1.7508, 4.4576, -1.1664], [2.6511, 2.9243, -1.3056], [2.1443, 3.5091, 0.2932], [0.4182, 1.2699, 1.9949], [1.1753, 0.0469, 2.4535], [1.2068, -0.9572, 1.3269], [0.9141, -0.6848, -1.9290]],
  "mulliken_spin": [2.14, 0.00, -0.04, 0.00, 0.01, 0.00, 0.00, 0.00, 0.00, 0.00, 0.00, 0.00, -0.10, 0.00, 0.01, 0.00, 0.00, 0.01, 0.00, 0.00, 0.00, 0.00, 0.00, 0.00, 0.00, 0.00, 0.00, 0.00, 0.00, 0.00, 0.00, 0.00, 0.00, 0.01, 0.00, 0.10, 0.27, -0.16, -0.25]
}

=====

Look up the charge of the fifth one. +1